Record 1
This record from OMol25 describes a cluster of 8 separate species, C47H112N8O8 in total in a non-equilibrium geometry. The level of theory is ωB97M-V/def2-TZVPD.

Values from the calculation:
Relative energy (zero: lowest compared OMol25 entry of this formula, charge and spin) (kcal per mole): 11.1
2S+1: 1
E_tot (a.u.): -2897.683300
Structure (SMILES): CC1(C)CCCC(C)(C)N1O.CC1(C)CCCC(C)(C)N1O.CC1(C)CCCC(C)(C)N1O.COC[C@H](C)N.COC[C@H](C)N.COC[C@H](C)N.COC[C@H](C)N.COC[C@H](C)N
Highest occupied orbital energy (hartree): -0.313

Structure (XYZ):
```
175
C47H112N8O8 (ωB97M-V/def2-TZVPD)
C -3.85799 -0.17098 -0.55467
C -2.57417 -1.03526 -0.60283
C -2.92078 -2.51702 -0.65193
C -1.77431 -0.71495 -1.84408
C -0.97777 0.58846 -1.80052
C -0.12952 0.77161 -0.53911
C -0.92163 0.42398 0.71516
C 0.11676 0.07409 1.78027
C -1.77043 1.61251 1.18525
N -1.68501 -0.82085 0.53296
O -2.28303 -1.31434 1.71004
H -4.02842 0.25419 0.43851
H -3.79427 0.67265 -1.24410
H -4.75369 -0.74283 -0.79924
H -2.02597 -3.13652 -0.56919
H -3.60817 -2.81806 0.14036
H -3.41642 -2.78603 -1.59040
H -0.96848 -1.46448 -1.92626
H -2.35179 -0.77579 -2.76804
H -0.37690 0.72650 -2.70542
H -1.69544 1.41112 -1.96468
H 0.09530 1.84187 -0.46838
H 0.83597 0.27867 -0.64411
H -0.27323 -0.37211 2.69377
H 0.76678 0.93261 1.97986
H 0.83198 -0.69835 1.46765
H -2.36201 1.99614 0.35063
H -1.09396 2.38946 1.54201
H -2.48123 1.36551 1.97571
H -3.07792 -0.76498 1.81319
C -2.71134 2.64898 8.52510
C -2.64021 3.23011 7.12145
C -4.05681 3.46271 6.63290
C -1.88451 4.56303 7.09866
C -0.40590 4.37188 7.41545
C 0.19049 3.43870 6.37346
C -0.49980 2.08236 6.32023
C -0.04145 1.36512 5.04545
C -0.09694 1.24463 7.55141
N -1.93530 2.36210 6.16087
O -2.66302 1.13441 5.98698
H -3.09319 1.62676 8.42097
H -1.77827 2.54520 9.06628
H -3.44190 3.17735 9.14050
H -4.13393 3.72363 5.57615
H -4.57231 2.49324 6.66810
H -4.64953 4.11187 7.27345
H -2.00530 5.16235 6.19687
H -2.31312 5.11521 7.94696
H 0.17693 5.27808 7.58698
H -0.33257 3.89338 8.39998
H 1.27502 3.34379 6.46931
H 0.04969 3.93199 5.40189
H -0.28188 2.00014 4.18595
H -0.58229 0.43311 4.91423
H 1.04795 1.32600 5.06256
H 0.20268 1.89243 8.37605
H 0.80861 0.66755 7.34739
H -0.88029 0.56903 7.88637
H -2.96586 1.25898 5.08368
C 3.97852 1.30180 -1.33233
C 4.59742 0.93727 -2.70824
C 6.12013 0.96897 -2.57273
C 4.19218 -0.49387 -3.02145
C 2.72254 -0.67881 -3.40505
C 2.23337 0.41924 -4.35086
C 2.77236 1.85012 -4.21612
C 2.72577 2.49000 -5.60048
C 1.89152 2.66960 -3.26719
N 4.18743 1.78751 -3.81969
O 4.61980 3.13023 -3.58222
H 4.07291 2.37406 -1.14136
H 2.92022 1.07219 -1.25822
H 4.53223 0.75992 -0.56542
H 6.47438 0.53394 -1.63729
H 6.56958 0.42460 -3.40137
H 6.43463 2.01136 -2.49466
H 4.72429 -0.84217 -3.92169
H 4.48595 -1.20688 -2.24953
H 2.52565 -1.67139 -3.80075
H 2.15015 -0.57543 -2.47321
H 1.14676 0.39968 -4.23551
H 2.44675 0.10943 -5.37996
H 3.13411 3.50055 -5.59164
H 1.69002 2.50027 -5.94558
H 3.32137 1.93603 -6.32987
H 2.35507 3.59547 -2.93381
H 1.61547 2.04765 -2.41474
H 0.91699 2.93206 -3.69050
H 5.41318 3.19698 -4.12036
C -0.23639 -2.01009 -5.04632
O -1.39928 -2.77755 -4.79438
C -1.21116 -3.96793 -4.07110
C -0.92882 -5.19978 -4.94593
C -2.06788 -5.37435 -5.90308
N -0.81126 -6.39421 -4.08606
H -0.03229 -1.53435 -4.07372
H -0.51188 -1.22514 -5.74112
H 0.64078 -2.60328 -5.31182
H -0.41121 -3.82416 -3.32341
H -2.10139 -4.09718 -3.44118
H 0.00894 -4.92462 -5.43435
H -3.04375 -5.50337 -5.42886
H -1.93073 -6.17231 -6.64026
H -2.21202 -4.52326 -6.57870
H -1.66284 -6.38787 -3.52412
H -0.09624 -6.19850 -3.38511
C 2.37567 -2.51936 -0.35400
O 2.78756 -3.50936 -1.30663
C 1.86069 -4.53869 -1.49459
C 2.10851 -5.64190 -0.45705
C 3.56718 -6.06781 -0.43602
N 1.23426 -6.79777 -0.68938
H 1.59887 -1.87208 -0.77700
H 3.29339 -1.96470 -0.18586
H 1.93556 -3.02568 0.50743
H 0.82263 -4.20401 -1.35934
H 1.90296 -4.98423 -2.49602
H 1.78564 -5.24638 0.50972
H 4.22790 -5.20070 -0.49169
H 3.78266 -6.64657 -1.34130
H 3.85937 -6.65351 0.43460
H 1.44381 -7.19259 -1.60319
H 1.41153 -7.54785 -0.03329
C -5.86609 1.06812 -4.29125
O -4.98258 1.40891 -5.32074
C -3.63512 1.28411 -4.92390
C -2.75382 2.00065 -5.91624
C -3.09209 1.68601 -7.37095
N -1.36507 1.66149 -5.60373
H -5.80788 1.75611 -3.43973
H -5.70303 0.04277 -3.92296
H -6.88740 1.05905 -4.67301
H -3.47660 1.72150 -3.93105
H -3.35640 0.21709 -4.90581
H -2.89092 3.07296 -5.75213
H -2.58994 2.38109 -8.03980
H -4.16665 1.75020 -7.57995
H -2.93511 0.62587 -7.59930
H -0.69202 2.16700 -6.16553
H -1.20757 0.67781 -5.78814
C 0.58244 7.90862 1.44622
O 0.93374 6.55628 1.56137
C 2.35092 6.36326 1.44631
C 2.65933 4.97739 1.96764
C 1.90750 3.86579 1.20103
N 2.43043 4.83479 3.39612
H 1.13261 8.53699 2.15704
H -0.46510 7.99161 1.74602
H 0.68174 8.28876 0.42511
H 2.57214 6.42911 0.37260
H 2.86290 7.14509 2.01426
H 3.70564 4.76495 1.71808
H 1.81378 4.18939 0.16248
H 0.93529 3.68767 1.65351
H 2.56264 2.99754 1.20651
H 1.43631 4.89203 3.58179
H 2.89465 5.55807 3.93062
C 0.76305 -3.31572 5.05447
O 1.11231 -4.47167 4.35295
C 0.06962 -5.39141 4.17471
C -0.18443 -5.61369 2.69735
C -0.56545 -4.32723 1.99234
N -1.10425 -6.73902 2.44389
H -0.11321 -2.80923 4.61853
H 1.57408 -2.59103 4.98118
H 0.52866 -3.50193 6.10943
H 0.29827 -6.35135 4.66421
H -0.85332 -5.12529 4.71119
H 0.77153 -5.91323 2.24341
H -0.45365 -4.47842 0.90501
H 0.09085 -3.48552 2.19663
H -1.62481 -4.06543 2.05727
H -0.54183 -7.57699 2.37110
H -1.54753 -6.62108 1.54075
```

---

Record 2
This record from OMol25 describes a structure of composition C47H114N6O4Si2. The level of theory is ωB97M-V/def2-TZVPD.

Values from the calculation:
2S+1: 1
E_tot (a.u.): -3067.525438
Highest occupied orbital energy (hartree): -0.292

Structure (XYZ):
```
173
C47H114N6O4Si2 (ωB97M-V/def2-TZVPD)
C 8.46711 -0.72450 1.07195
C 7.26820 -1.67338 1.23010
C 6.14083 -1.44517 0.21811
C 4.77792 -1.92585 0.72888
C 3.78884 -2.28999 -0.40168
Si 2.09408 -1.54571 -0.20002
C 0.98782 -2.73861 0.75227
O 0.76063 -3.88904 -0.08082
N -0.47891 -4.56755 0.22227
O -0.61645 -4.77753 1.35676
O 1.50349 -1.18887 -1.69903
Si -0.08696 -0.92257 -2.07404
C -0.47772 0.88351 -2.35479
C -1.84054 1.31706 -1.76333
C -1.71247 2.29477 -0.59109
C -1.21550 1.73979 0.75534
C -1.88380 0.44292 1.20125
C -1.69287 0.12769 2.69834
C -3.00356 0.01825 3.47491
C -3.93216 -1.16005 3.07635
C -3.29462 -2.26357 2.23365
C -4.21532 -3.46516 2.04128
O -5.53346 -3.06166 1.70956
C -6.05031 -3.58250 0.50567
H 8.21118 0.14245 0.45956
H 9.32456 -1.22331 0.61713
H 8.80078 -0.34400 2.03844
H 7.61308 -2.70814 1.15243
H 6.84739 -1.56247 2.23422
H 6.37471 -1.95965 -0.72035
H 6.09798 -0.37992 -0.03237
H 4.36387 -1.14479 1.37530
H 4.95841 -2.81107 1.34529
H 3.71733 -3.37334 -0.52597
H 4.16790 -1.90160 -1.35422
H 2.25684 -0.30336 0.60172
H 1.47585 -3.00153 1.69936
H 0.02832 -2.28140 1.02067
H -0.38477 -1.66834 -3.31928
H -0.95451 -1.49885 -1.02145
H -0.49584 0.98983 -3.44489
H 0.32940 1.53889 -2.01451
H -2.42637 1.82129 -2.53638
H -2.42784 0.43403 -1.48600
H -0.99449 3.06361 -0.89832
H -2.66820 2.80478 -0.43121
H -0.13192 1.59361 0.66900
H -1.39683 2.51737 1.50400
H -1.44863 -0.37363 0.62241
H -2.94712 0.44129 0.93560
H -1.09162 -0.77308 2.84866
H -1.10739 0.93827 3.14469
H -2.76479 -0.08612 4.53713
H -3.55068 0.96067 3.37987
H -4.82722 -0.77773 2.58566
H -4.27903 -1.62945 4.00338
H -3.04615 -1.88857 1.23674
H -2.37409 -2.62773 2.70112
H -4.25013 -4.08009 2.94889
H -3.80527 -4.08993 1.23984
H -7.13650 -3.61529 0.59499
H -5.68964 -4.59829 0.31489
H -5.79195 -2.94642 -0.34926
C 2.36650 4.84015 6.05518
C 2.88511 3.47286 5.63800
N 1.87309 2.64875 4.99861
C 2.27182 1.26070 4.84500
C 3.43993 0.94504 3.90340
C 1.20726 3.24847 3.85302
C 2.06895 3.69524 2.66435
H 1.48795 4.74073 6.69403
H 3.13897 5.37198 6.61197
H 2.10059 5.45900 5.19765
H 3.21410 2.93427 6.53112
H 3.78399 3.61165 5.01558
H 1.39221 0.69866 4.51619
H 2.51196 0.88151 5.84297
H 3.13285 1.03479 2.86153
H 3.76667 -0.08598 4.05729
H 4.30270 1.58980 4.07379
H 0.64426 4.11400 4.20975
H 0.44962 2.54260 3.50353
H 2.96857 4.21989 2.99007
H 1.49908 4.38191 2.03488
H 2.37194 2.85977 2.03421
C -11.13567 0.44160 3.61790
C -9.75031 0.69268 4.19261
N -9.28739 -0.38204 5.05326
C -8.09710 -0.04059 5.81437
C -6.80337 0.21720 5.03536
C -9.29337 -1.71159 4.46016
C -8.46979 -1.93840 3.18526
H -11.85436 0.24671 4.41508
H -11.46772 1.31895 3.06125
H -11.14739 -0.40375 2.92922
H -9.78218 1.59844 4.80497
H -9.05885 0.90844 3.36190
H -7.92499 -0.84087 6.53954
H -8.33390 0.85029 6.40439
H -6.36529 -0.70579 4.66128
H -6.06452 0.67885 5.69473
H -6.95703 0.89223 4.19225
H -10.33100 -1.98421 4.25533
H -8.96144 -2.40947 5.23341
H -8.60379 -1.13310 2.46031
H -8.79126 -2.86612 2.70626
H -7.40484 -2.04087 3.38289
C -7.95922 6.05645 -3.29818
C -6.54698 6.25331 -2.76979
N -6.06479 5.12304 -1.99456
C -4.84291 5.40321 -1.26149
C -3.57100 5.70229 -2.06282
C -6.12027 3.83023 -2.65931
C -5.36062 3.66652 -3.98262
H -8.64681 5.82429 -2.48384
H -8.29964 6.97041 -3.78639
H -8.01522 5.25485 -4.03534
H -6.53848 7.12086 -2.10392
H -5.88690 6.50897 -3.61446
H -4.65545 4.55589 -0.59502
H -5.04706 6.25620 -0.60675
H -3.15580 4.80126 -2.51396
H -2.80777 6.11017 -1.39669
H -3.73985 6.43724 -2.85063
H -7.17057 3.58896 -2.83640
H -5.76989 3.08202 -1.94301
H -5.51208 4.52157 -4.64352
H -5.72284 2.77972 -4.50632
H -4.28876 3.54036 -3.83480
C -1.60892 -0.14508 -6.83495
C -0.72265 0.69644 -7.74088
N 0.48999 1.15471 -7.08428
C 1.20176 2.17894 -7.82911
C 1.79916 1.80119 -9.18966
C 1.31174 0.11428 -6.48775
C 1.84530 -1.00126 -7.39579
H -1.84513 0.39589 -5.91659
H -2.54378 -0.37711 -7.34671
H -1.14265 -1.09300 -6.56477
H -1.27699 1.58968 -8.04265
H -0.52528 0.13109 -8.66581
H 1.99442 2.56881 -7.18445
H 0.50291 3.00796 -7.97829
H 2.69464 1.18924 -9.08963
H 2.08419 2.70756 -9.72724
H 1.08331 1.26220 -9.81150
H 0.73016 -0.34799 -5.68597
H 2.15180 0.60190 -5.98594
H 1.07915 -1.36573 -8.08211
H 2.16681 -1.84656 -6.78459
H 2.70397 -0.68242 -7.98492
C 8.94148 -5.74764 0.41252
C 9.83176 -4.93257 -0.51276
N 11.03502 -4.43879 0.13196
C 11.74211 -3.44127 -0.65290
C 12.35012 -3.87025 -1.99337
C 11.86161 -5.44681 0.77701
C 12.39325 -6.59865 -0.08566
H 8.68927 -5.17821 1.30878
H 8.01432 -5.99981 -0.10438
H 9.40234 -6.68645 0.72126
H 9.26440 -4.05960 -0.85078
H 10.03656 -5.53155 -1.41479
H 12.52753 -3.01648 -0.02163
H 11.03645 -2.62566 -0.84138
H 13.25096 -4.46858 -1.86323
H 12.62940 -2.98448 -2.56703
H 11.64278 -4.44166 -2.59564
H 11.28645 -5.87440 1.60118
H 12.69875 -4.92675 1.24951
H 11.62107 -6.99850 -0.74484
H 12.72870 -7.41429 0.55757
H 13.24114 -6.30081 -0.70059
```

---

These records have orbital gap values of 0.3296; 0.2868 hartree, in the order they appear.